1.
Computed, not measured: a 6-piece molecular cluster, C24H39FN7O2 overall, with ωB97M-V/def2-TZVPD.

```
73
Properties=species:S:1:pos:R:3
C 3.712 -0.477 -0.131
C 4.680 0.121 0.881
C 4.657 -0.730 2.163
C 4.385 1.612 1.134
C 5.545 2.241 1.932
C 3.080 1.757 1.895
O 2.212 2.772 1.224
C 0.924 2.508 1.372
C 0.186 2.807 2.522
C -1.153 2.489 2.587
C -1.793 1.860 1.506
C -3.235 1.458 1.615
C -3.364 0.011 2.184
O -4.298 -0.034 3.253
C -3.789 -1.016 1.142
N -3.150 -0.920 -0.147
C -1.042 1.608 0.375
N 0.267 1.931 0.358
F 0.956 1.647 -0.755
H 2.754 -0.738 0.317
H 3.546 0.182 -0.978
H 4.121 -1.401 -0.528
H 5.687 0.041 0.484
H 5.069 -0.214 3.021
H 3.621 -0.964 2.410
H 5.146 -1.681 1.997
H 4.323 2.109 0.173
H 6.489 1.833 1.594
H 5.547 3.324 1.860
H 5.441 2.007 2.986
H 2.535 0.820 1.870
H 3.217 2.084 2.918
H 0.704 3.293 3.328
H -1.731 2.724 3.464
H -3.747 2.120 2.301
H -3.738 1.552 0.657
H -2.390 -0.299 2.573
H -3.900 0.408 4.008
H -3.547 -1.998 1.541
H -4.871 -0.989 1.046
H -3.296 -0.033 -0.604
H -2.183 -1.200 -0.134
H -1.448 1.148 -0.507
C -4.499 1.067 -4.082
C -4.848 1.063 -2.668
N -5.126 1.063 -1.557
H -3.698 1.780 -4.263
H -4.174 0.071 -4.385
H -5.368 1.351 -4.672
C 7.373 3.799 -1.404
C 7.684 2.376 -1.360
N 7.919 1.258 -1.311
H 7.573 4.189 -2.400
H 6.323 3.956 -1.165
H 7.987 4.334 -0.683
C -6.393 -3.397 0.405
C -5.752 -4.680 0.655
N -5.225 -5.681 0.827
H -7.315 -3.535 -0.156
H -6.620 -2.905 1.349
H -5.714 -2.772 -0.173
C -1.625 -4.439 -0.852
C -0.945 -3.167 -1.048
N -0.483 -2.145 -1.278
H -1.270 -5.162 -1.584
H -1.424 -4.819 0.148
H -2.699 -4.304 -0.972
C -0.890 -2.755 -4.594
C -2.116 -2.054 -4.952
N -3.062 -1.476 -5.231
H -0.230 -2.824 -5.456
H -0.390 -2.205 -3.802
H -1.120 -3.759 -4.241
```

Results
- Kohn-Sham gap: 0.287 Eh
- Charge: +1
- Molecular weight: 476.6 g/mol
- Energy: -42753.6769 eV

2.
Computed, not measured: C20H27AsF6MoN5O6P2 as an isolated structure, with ωB97M-V/def2-TZVPD.

```
68
Properties=species:S:1:pos:R:3
Mo 0.845 0.195 -0.493
C 4.188 -1.881 -1.262
P 2.849 -1.744 -0.025
C 2.621 -3.498 0.436
C 3.788 -1.117 1.446
C 2.825 -0.512 2.473
P 1.831 0.821 1.685
C 0.829 1.425 3.082
C 3.087 2.125 1.461
H 5.006 -2.503 -0.888
H 4.562 -0.890 -1.514
H 3.788 -2.322 -2.177
H 3.583 -3.977 0.638
H 2.110 -4.006 -0.381
H 1.969 -3.580 1.306
H 4.489 -0.355 1.090
H 4.380 -1.925 1.885
H 3.357 -0.116 3.344
H 2.120 -1.270 2.830
H 1.464 1.825 3.876
H 0.240 0.592 3.468
H 0.147 2.199 2.728
H 3.741 2.205 2.332
H 2.580 3.074 1.291
H 3.660 1.905 0.560
O 3.694 0.963 -3.324
C 2.750 0.588 -2.664
O 2.551 0.908 -1.411
C 1.676 -0.403 -3.229
O 1.866 -0.980 -4.278
O 0.647 -0.540 -2.452
N -2.868 -0.223 1.841
C -1.653 -0.625 1.401
N -1.025 -1.647 2.049
O -1.158 -0.072 0.413
H -3.237 -0.530 2.720
H -3.279 0.568 1.371
H -1.611 -2.302 2.549
H -0.409 -2.134 1.390
F -3.371 0.651 -2.141
As -4.977 0.832 -2.781
F -5.065 -0.877 -3.075
F -5.634 0.601 -1.181
F -6.591 1.031 -3.404
F -4.889 2.553 -2.477
F -4.331 1.088 -4.372
C 0.103 1.974 -0.610
C -0.642 3.099 -0.365
C -0.329 4.054 0.655
C -1.140 5.146 0.873
C -2.296 5.346 0.115
C -2.624 4.426 -0.891
C -1.823 3.341 -1.146
H 0.567 3.919 1.247
H -0.875 5.857 1.649
H -2.932 6.201 0.306
H -3.526 4.548 -1.477
H -2.100 2.623 -1.906
N -1.368 -2.761 -1.892
C -0.958 -3.075 -0.651
O 0.028 -2.481 -0.144
C -1.647 -4.095 0.096
C -2.674 -4.889 -0.455
N -3.507 -5.541 -0.924
C -1.272 -4.297 1.436
N -0.989 -4.437 2.553
H -2.259 -3.069 -2.240
H -0.884 -2.006 -2.365
```

Results
- Kohn-Sham gap (alpha / beta): 0.195 / 0.249 Eh
- Energy above the lowest of the compared OMol25 structures with the same formula, charge and spin: 2.356 eV
- Charge: -2
- Expectation value of S²: 3.8129
- 2S+1: 4
- Molecular weight: 780.3 g/mol
- Energy: -138498.8657 eV

3.
Computed, not measured: C28H38BrIN4O2PtSi as an isolated structure, with ωB97M-V/def2-TZVPD.

```
76
Properties=species:S:1:pos:R:3
Pt -0.620 -0.499 0.212
O 2.015 -0.973 -0.446
N 1.246 -0.375 0.103
C 0.512 -3.927 4.389
C 0.929 -4.050 2.950
C 0.256 -4.883 2.065
C 0.654 -5.028 0.740
C 1.746 -4.314 0.267
N 2.210 -4.368 -1.074
C 1.693 -5.041 -2.170
O 2.392 -5.593 -2.975
N 0.296 -5.038 -2.359
C -0.678 -4.169 -1.914
C -2.027 -4.511 -2.033
C -3.000 -3.673 -1.521
C -2.635 -2.504 -0.887
N -1.340 -2.157 -0.804
C -0.390 -2.938 -1.334
C 2.441 -3.482 1.145
C 2.039 -3.358 2.464
H -0.246 -4.666 4.645
H 0.098 -2.938 4.598
H 1.361 -4.072 5.057
H -0.584 -5.468 2.420
H 0.139 -5.738 0.107
H 3.213 -4.288 -1.170
H 0.032 -5.701 -3.075
H -2.306 -5.444 -2.506
H -4.045 -3.940 -1.586
H -3.364 -1.851 -0.433
H 0.632 -2.603 -1.259
H 3.328 -2.959 0.800
H 2.619 -2.733 3.136
C -0.778 2.822 0.943
Si -1.006 1.841 -0.609
C 0.268 2.217 -1.921
C 0.461 1.121 -2.976
C -0.313 3.479 -2.611
C 1.617 2.592 -1.291
C -2.811 1.549 -1.028
C -3.475 0.909 0.207
C -3.046 0.694 -2.277
C -3.463 2.935 -1.242
H -0.989 3.865 0.672
H 0.245 2.781 1.320
H -1.457 2.537 1.744
H -0.467 0.865 -3.486
H 0.877 0.200 -2.560
H 1.165 1.474 -3.733
H -1.188 3.247 -3.218
H 0.452 3.882 -3.279
H -0.573 4.276 -1.908
H 2.065 1.789 -0.701
H 1.543 3.471 -0.650
H 2.323 2.831 -2.090
H -2.987 -0.026 0.546
H -4.509 0.642 -0.024
H -3.484 1.577 1.069
H -2.542 -0.271 -2.248
H -2.711 1.210 -3.178
H -4.118 0.510 -2.393
H -3.237 3.644 -0.442
H -4.549 2.805 -1.253
H -3.178 3.381 -2.193
Br 2.437 0.843 2.692
C 1.763 0.461 4.414
C 2.618 0.632 5.495
C 2.155 0.411 6.781
C 0.840 0.030 6.998
C -0.020 -0.145 5.926
C 0.453 0.065 4.637
I -0.958 -0.308 3.125
H 3.638 0.947 5.323
H 2.828 0.548 7.617
H 0.475 -0.135 8.002
H -1.045 -0.446 6.094
```

Results
- Kohn-Sham gap (alpha / beta): 0.191 / 0.191 Eh
- Energy above the lowest of the compared OMol25 structures with the same formula, charge and spin: 0.000 eV
- Charge: +2
- Molecular weight: 892.6 g/mol
- Energy: -128959.6983 eV

4.
Computed, not measured: C13H14HgIN3 as an isolated structure, with ωB97M-V/def2-TZVPD.

```
32
Properties=species:S:1:pos:R:3
C 1.469 3.270 0.884
C 3.279 1.244 -0.100
H 1.534 4.053 0.054
H 2.527 2.985 1.413
H 0.665 2.985 1.742
H 3.283 0.919 -1.333
H 3.571 2.410 -0.049
H 3.381 0.687 0.904
C -2.380 1.471 -0.560
C -3.669 1.325 -1.169
C -3.868 0.217 -1.996
C -2.805 -0.684 -2.150
H -2.163 2.385 0.026
H -4.435 2.069 -0.973
H -4.809 0.051 -2.503
H -2.897 -1.567 -2.803
N -1.368 0.598 -0.645
C -1.579 -0.478 -1.435
C -0.464 -1.430 -1.513
N 0.692 -1.066 -0.992
C 1.705 -1.937 -0.948
C 0.423 -3.625 -2.074
C 1.598 -3.207 -1.473
H 2.616 -1.586 -0.485
H 2.508 -3.928 -1.412
C -0.672 -2.696 -2.128
H -1.580 -2.965 -2.605
H 0.296 -4.650 -2.522
Hg 1.347 1.374 0.040
I 0.777 2.413 -2.635
N 0.401 -0.639 2.771
C 0.617 0.001 1.786
```

Results
- Kohn-Sham gap (alpha / beta): 0.208 / 0.205 Eh
- Energy above the lowest of the compared OMol25 structures with the same formula, charge and spin: 7.479 eV
- Charge: 0
- Molecular weight: 539.8 g/mol
- Energy: -30446.5137 eV

5.
Computed, not measured: C6H4Cl3I as an isolated structure, with ωB97M-V/def2-TZVPD.

```
14
Properties=species:S:1:pos:R:3
C -1.144 -0.163 1.005
C -0.151 -0.990 1.316
C 0.032 1.776 -0.540
C -0.871 1.011 -0.038
C 1.083 -0.820 0.529
C 1.096 -1.287 -0.759
Cl -2.527 1.729 -0.748
Cl 1.434 2.487 0.220
Cl 2.177 -0.814 -1.991
I -0.550 -2.425 -1.578
H -2.156 -0.288 1.231
H -0.253 -1.842 1.925
H -0.072 1.971 -1.621
H 1.902 -0.345 1.050
```

Results
- Kohn-Sham gap: 0.308 Eh
- Charge: 0
- Molecular weight: 309.4 g/mol
- Energy: -51950.8842 eV

6.
Computed, not measured: a 2-piece molecular cluster, C5H9NO overall, with ωB97M-V/def2-TZVPD.

```
16
Properties=species:S:1:pos:R:3
C -0.636 -0.455 1.106
C 0.349 0.662 0.784
C -0.301 1.832 0.032
C 1.545 0.184 -0.003
O 1.705 -0.935 -0.440
C -0.487 -2.437 -1.940
N -1.470 -2.687 -2.491
H -1.158 -0.798 0.206
H -1.392 -0.098 1.813
H -0.126 -1.315 1.549
H -1.087 2.280 0.646
H 0.427 2.614 -0.210
H -0.756 1.487 -0.903
H 2.322 0.957 -0.181
H 0.765 1.067 1.720
H 0.413 -2.166 -1.411
```

Results
- Kohn-Sham gap: 0.407 Eh
- Energy above the lowest of the compared OMol25 structures with the same formula, charge and spin: 1.596 eV
- Charge: 0
- SMILES: CC(C)C=O.C#N
- Molecular weight: 99.1 g/mol
- Energy: -8867.6169 eV

Ordered max |F| results: 1.2 1.2 1.2 7.0 5.8 1.1; unit eV Å⁻¹.